Run i
Here is C31H28Cl3GeHgN6O5 as an isolated structure from the Open Molecules 2025 dataset. Energies are from the ωB97M-V functional and the def2-TZVPD basis.

Its charge is -1.

CARTESIAN COORDINATES (ANGSTROEM)
Hg (-1.274, -1.165, -0.753)
O (-3.091, 2.568, -2.001)
C (-2.421, 1.535, -1.839)
N (-2.670, 0.563, -0.976)
C (-3.829, 0.806, -0.155)
C (-3.950, -0.097, 1.048)
C (-4.934, 0.157, 2.005)
C (-5.026, -0.669, 3.106)
C (-4.139, -1.735, 3.230)
C (-3.203, -1.920, 2.231)
N (-3.114, -1.115, 1.173)
C (-1.161, 1.382, -2.665)
C (-0.899, 2.298, -3.672)
C (0.310, 2.218, -4.343)
C (1.218, 1.240, -3.973)
C (0.863, 0.349, -2.973)
N (-0.309, 0.412, -2.350)
H (-4.752, 0.709, -0.744)
H (-3.824, 1.843, 0.199)
H (-5.599, 1.002, 1.878)
H (-5.775, -0.487, 3.867)
H (-4.177, -2.406, 4.077)
H (-2.490, -2.737, 2.255)
H (-1.641, 3.054, -3.884)
H (0.544, 2.916, -5.137)
H (2.180, 1.139, -4.457)
H (1.531, -0.442, -2.676)
C (0.145, 3.708, -0.782)
O (0.148, 2.418, -0.193)
C (-0.597, 2.241, 0.923)
C (-1.452, 3.200, 1.453)
C (-2.131, 2.949, 2.640)
C (-1.953, 1.754, 3.317)
C (-1.103, 0.795, 2.783)
C (-0.448, 1.019, 1.587)
N (0.366, -0.008, 0.995)
N (1.189, -0.428, 1.827)
C (2.126, -1.424, 1.550)
C (2.366, -2.088, 0.338)
O (1.643, -1.910, -0.752)
C (3.516, -2.945, 0.276)
C (4.303, -3.188, 1.353)
C (4.049, -2.577, 2.606)
C (4.871, -2.830, 3.727)
C (4.639, -2.202, 4.917)
C (3.573, -1.287, 5.014)
C (2.764, -1.026, 3.942)
C (2.971, -1.674, 2.698)
H (-0.843, 3.957, -1.179)
H (0.859, 3.660, -1.601)
H (0.468, 4.462, -0.059)
H (-1.597, 4.141, 0.943)
H (-2.801, 3.703, 3.034)
H (-2.482, 1.558, 4.241)
H (-0.956, -0.158, 3.274)
H (3.786, -3.376, -0.677)
H (5.161, -3.843, 1.253)
H (5.691, -3.530, 3.618)
H (5.271, -2.395, 5.774)
H (3.394, -0.771, 5.949)
H (1.964, -0.308, 4.029)
Cl (-0.046, -2.646, -3.432)
Ge (1.635, -3.415, -2.091)
Cl (3.354, -2.314, -3.282)
Cl (-1.083, -3.470, -0.102)
N (3.619, 0.602, -0.956)
C (4.529, 0.615, 0.186)
C (4.049, 1.573, 1.277)
O (4.662, 1.761, 2.295)
O (2.907, 2.195, 0.991)
H (4.100, 0.785, -1.825)
H (2.645, 1.848, 0.104)
H (3.145, -0.286, -1.071)
H (5.529, 0.942, -0.098)
H (4.637, -0.368, 0.650)

---

Run ii
Here is C31H28Cl3GeHgN6O5 as an isolated structure from the Open Molecules 2025 dataset. Energies are from the ωB97M-V functional and the def2-TZVPD basis.

Its charge is -1.

CARTESIAN COORDINATES (ANGSTROEM)
Hg (-0.573, 0.609, 0.070)
O (-4.308, -0.390, -1.914)
C (-3.255, -0.409, -1.251)
N (-2.629, 0.626, -0.721)
C (-3.292, 1.908, -0.801)
C (-2.882, 2.829, 0.330)
C (-3.710, 3.870, 0.736)
C (-3.293, 4.702, 1.758)
C (-2.060, 4.481, 2.354)
C (-1.293, 3.430, 1.891)
N (-1.703, 2.629, 0.910)
C (-2.576, -1.762, -1.047)
C (-3.058, -2.860, -1.748)
C (-2.431, -4.085, -1.576)
C (-1.346, -4.172, -0.721)
C (-0.936, -3.023, -0.059)
N (-1.543, -1.853, -0.210)
H (-4.377, 1.772, -0.785)
H (-3.046, 2.420, -1.740)
H (-4.662, 4.019, 0.242)
H (-3.920, 5.524, 2.081)
H (-1.688, 5.120, 3.143)
H (-0.314, 3.212, 2.301)
H (-3.905, -2.721, -2.404)
H (-2.782, -4.960, -2.110)
H (-0.818, -5.103, -0.568)
H (-0.083, -3.039, 0.611)
C (-2.981, -0.153, 2.660)
O (-1.582, -0.059, 2.493)
C (-0.791, -0.993, 3.082)
C (-1.245, -1.843, 4.081)
C (-0.378, -2.750, 4.679)
C (0.947, -2.798, 4.281)
C (1.398, -1.957, 3.274)
C (0.544, -1.061, 2.640)
N (0.958, -0.213, 1.575)
N (2.132, -0.508, 1.158)
C (2.774, 0.158, 0.196)
C (2.379, 1.426, -0.368)
O (1.331, 2.051, -0.054)
C (3.303, 2.033, -1.312)
C (4.460, 1.453, -1.665)
C (4.863, 0.174, -1.146)
C (6.059, -0.431, -1.562)
C (6.423, -1.670, -1.094)
C (5.576, -2.332, -0.196)
C (4.400, -1.752, 0.221)
C (4.019, -0.476, -0.231)
H (-3.340, -1.152, 2.395)
H (-3.412, 0.575, 1.978)
H (-3.275, 0.084, 3.687)
H (-2.275, -1.795, 4.405)
H (-0.743, -3.404, 5.460)
H (1.635, -3.487, 4.754)
H (2.428, -1.987, 2.950)
H (3.009, 2.985, -1.733)
H (5.118, 1.946, -2.374)
H (6.690, 0.098, -2.268)
H (7.343, -2.136, -1.424)
H (5.841, -3.319, 0.163)
H (3.739, -2.281, 0.890)
Cl (1.394, 5.181, 0.998)
Ge (0.829, 4.601, -1.150)
Cl (-1.018, 5.867, -1.218)
Cl (-0.459, 2.810, -2.920)
N (-1.024, 0.076, -3.898)
C (0.110, -0.861, -4.113)
C (0.739, -1.200, -2.740)
O (1.442, -2.204, -2.678)
O (0.410, -0.355, -1.871)
H (-1.552, 0.256, -4.748)
H (-0.702, 1.032, -3.518)
H (-1.654, -0.272, -3.175)
H (0.850, -0.360, -4.735)
H (-0.230, -1.771, -4.602)

---

Most stable = run i

---

Run i
Here is C4H8NOP as an isolated structure from the Open Molecules 2025 dataset. Energies are from the ωB97M-V functional and the def2-TZVPD basis.

Its charge is 0.

CARTESIAN COORDINATES (ANGSTROEM)
C (-0.538, -1.637, -0.137)
C (-1.747, -1.240, 0.182)
C (0.687, -0.724, -0.434)
C (1.628, 1.503, 0.240)
N (0.529, 0.561, 0.281)
O (-2.309, -0.023, 0.256)
P (-1.612, 1.169, -0.610)
H (-0.384, -2.770, -0.113)
H (-2.420, -1.979, 0.599)
H (1.606, -1.231, -0.086)
H (0.650, -0.791, -1.496)
H (2.523, 0.908, 0.259)
H (1.743, 2.167, -0.673)
H (1.524, 2.125, 1.159)
H (-1.881, 1.961, 0.574)

---

Run ii
Here is a 2-piece molecular cluster, C4H8NOP overall from the Open Molecules 2025 dataset. Energies are from the ωB97M-V functional and the def2-TZVPD basis.

Its charge is 0.

CARTESIAN COORDINATES (ANGSTROEM)
C (1.092, 0.777, 0.850)
C (-1.246, 1.448, 0.828)
C (1.071, -1.979, -0.556)
C (-0.203, 0.416, 0.335)
N (2.060, 1.132, 1.378)
O (0.314, 0.722, -1.657)
P (-0.483, -1.378, 0.323)
H (-1.457, 1.220, 1.793)
H (-0.975, 2.444, 0.560)
H (-2.162, 1.235, 0.231)
H (1.818, -1.707, 0.328)
H (1.155, -1.294, -1.358)
H (0.787, -3.057, -0.639)
H (-0.205, 1.461, -1.791)
H (-1.566, -1.441, -0.624)

---

Most stable = run i

---

Run i
Here is one molecule with the formula C2HP from the Open Molecules 2025 dataset. Energies are from the ωB97M-V functional and the def2-TZVPD basis.

Its charge is 0.

CARTESIAN COORDINATES (ANGSTROEM)
C (-0.507, 0.116, 0.521)
C (-1.285, 0.968, 0.082)
P (1.097, -0.321, 0.359)
H (0.694, -0.763, -0.962)

---

Run ii
Here is a 2-piece molecular cluster, C2HP overall from the Open Molecules 2025 dataset. Energies are from the ωB97M-V functional and the def2-TZVPD basis.

Its charge is 0.

CARTESIAN COORDINATES (ANGSTROEM)
C (-0.799, -0.293, -0.299)
C (-1.493, -1.295, 0.159)
P (0.082, 1.022, 0.116)
H (2.209, 0.566, 0.024)

---

Most stable = run i

---

Run i
Here is a 2-piece molecular cluster, C4H12O2 overall from the Open Molecules 2025 dataset. Energies are from the ωB97M-V functional and the def2-TZVPD basis.

Its charge is 0. As for the SMILES: CCO.CCO.

CARTESIAN COORDINATES (ANGSTROEM)
C (-1.827, -1.015, -0.847)
C (-1.626, 0.016, 0.247)
O (-2.902, 0.646, 0.564)
H (-2.292, -1.898, -0.384)
H (-0.975, -1.517, -1.307)
H (-2.542, -0.753, -1.632)
H (-1.240, -0.519, 1.100)
H (-0.894, 0.722, -0.126)
H (-3.214, 0.054, 1.253)
C (2.142, 0.561, -0.762)
C (2.096, 0.093, 0.698)
O (0.925, 0.590, 1.329)
H (1.215, 0.300, -1.277)
H (2.969, 0.121, -1.314)
H (2.125, 1.658, -0.803)
H (2.052, -0.997, 0.681)
H (3.050, 0.396, 1.130)
H (0.937, 1.540, 1.448)

---

Run ii
Here is a 2-piece molecular cluster, C4H12O2 overall from the Open Molecules 2025 dataset. Energies are from the ωB97M-V functional and the def2-TZVPD basis.

Its charge is 0. As for the SMILES: CC(C)O.CO.

CARTESIAN COORDINATES (ANGSTROEM)
C (0.299, 1.941, 0.019)
C (-0.678, 0.810, -0.363)
C (-1.850, 0.681, 0.590)
O (-1.185, 1.163, -1.659)
H (1.130, 1.921, -0.675)
H (0.578, 1.779, 1.066)
H (-0.336, 2.806, 0.073)
H (-0.138, -0.129, -0.449)
H (-1.744, -0.129, 1.317)
H (-2.174, 1.623, 1.034)
H (-2.754, 0.341, 0.086)
H (-2.089, 1.471, -1.627)
C (1.954, -2.193, -0.014)
O (1.388, -2.239, 1.295)
H (3.040, -2.215, 0.057)
H (1.938, -1.169, -0.406)
H (1.620, -3.051, -0.569)
H (0.481, -2.516, 1.178)

---

Most stable = run i